Entry 1
Formula: C4H9NO
Source: the OMol25 dataset
Level of theory: ωB97M-V/def2-TZVPD

The spin multiplicity is 1. The value obtained for the LUMO energy is 1.12 eV. The calculation puts the HOMO-LUMO gap at 10.67 eV. The SMILES is [H]/N=C(\C)OCC.

Positions of all 15 atoms, in Å:
C: -2.14730 0.27331 0.34887
C: -1.31420 -0.78958 -0.28347
N: 0.51056 0.46754 -1.26686
C: 0.98516 -0.01755 -0.18706
O: 0.19456 -0.74624 0.57652
C: 2.38771 0.13654 0.32564
H: -3.19959 0.13166 0.06855
H: -1.83250 1.25754 0.00914
H: -2.07039 0.22716 1.43040
H: -1.48275 -1.77984 0.07987
H: -1.38638 -0.77204 -1.37844
H: 1.17996 0.99240 -1.80884
H: 2.98339 0.78212 -0.31831
H: 2.87291 -0.83992 0.38483
H: 2.36166 0.55734 1.33112

Mulliken atomic charge list, values in e, 5 entries:
1. C -1.019
2. C -0.133
3. N -0.682
4. C 0.756
5. O -0.514

Entry 2
Formula: C4H9NO
Source: the OMol25 dataset
Level of theory: ωB97M-V/def2-TZVPD

The spin multiplicity is 1. The value obtained for the LUMO energy is 0.87 eV. The calculation puts the HOMO-LUMO gap at 10.46 eV. The SMILES is CCNC(C)=O.

Positions of all 15 atoms, in Å:
C: -1.98775 -0.89322 -0.95742
C: -0.63657 -1.10820 -0.38237
C: 1.31447 0.29007 0.34948
C: 1.73726 1.54158 0.96635
H: -2.45579 -1.84668 -1.18036
H: -1.79867 -0.27997 -1.66297
H: -2.78158 -0.39146 -0.43110
H: -0.61753 -1.75625 0.28957
H: 0.07432 -1.40565 -0.99872
H: -0.52843 0.74175 0.56252
H: 2.01980 1.28645 2.20796
H: 2.59804 1.96182 0.17865
H: 0.98266 2.23378 0.90887
N: -0.03663 0.22628 0.12010
O: 2.11641 -0.60029 0.02946

Mulliken atomic charge list, values in e, 5 entries:
1. C -1.395
2. C -0.698
3. C 0.645
4. C -0.869
5. H 0.336

Quick look at relative energies in kJ/mol: entry 1 0.0; entry 2 181.3.

Entry 1
Formula: C4H9NO
Source: the OMol25 dataset
Level of theory: ωB97M-V/def2-TZVPD

The spin multiplicity is 1. The value obtained for the LUMO energy is 0.24 eV. The calculation puts the HOMO-LUMO gap at 8.18 eV.

Positions of all 15 atoms, in Å:
C: -1.01225 -0.68267 0.72823
N: -0.29764 0.32268 0.25720
C: -1.05189 1.47819 -0.24674
C: 0.99826 0.25470 -0.14390
C: 1.95276 -0.68150 0.38670
O: 3.12521 -0.72384 0.04942
H: -0.52004 -1.53677 -1.02916
H: -2.06764 -0.53706 0.90612
H: -0.52243 -1.57372 1.09291
H: -1.94663 1.61877 0.36060
H: -0.42911 2.37138 -0.19017
H: -1.32886 1.28214 -1.28651
H: 1.36521 1.07285 -0.74902
H: 0.15719 -1.29168 -1.31071
H: 1.57788 -1.37347 1.17504

Mulliken atomic charge list, values in e, 5 entries:
1. C -0.439
2. N 0.128
3. C -1.020
4. C -0.234
5. C -0.019

Entry 2
Formula: C4H9NO
Source: the OMol25 dataset
Level of theory: ωB97M-V/def2-TZVPD

The spin multiplicity is 1. The value obtained for the LUMO energy is 0.85 eV. The calculation puts the HOMO-LUMO gap at 9.32 eV.

Positions of all 15 atoms, in Å:
C: -2.34986 -0.53456 -0.05989
C: -0.85159 -0.31795 -0.01303
O: -0.63612 1.09171 0.20333
C: 0.52857 1.57558 0.64151
N: 1.71416 0.97342 0.57102
C: 2.13878 -0.20118 -0.20482
H: -2.81343 -0.23178 0.88351
H: -2.79306 0.05846 -0.86464
H: -2.57176 -1.59092 -0.24502
H: -0.39837 -0.88062 0.81034
H: -0.38233 -0.63411 -0.94959
H: 1.60540 2.20796 0.41837
H: 1.82058 -0.15210 -1.25309
H: 1.75850 -1.12685 0.23699
H: 3.23053 -0.23707 -0.17498

Mulliken atomic charge list, values in e, 5 entries:
1. C -1.301
2. C -0.114
3. O -0.218
4. C -0.256
5. N -0.272

Quick look at relative energies in kJ/mol: entry 1 0.0; entry 2 75.3.

Entry 1
Formula: C4H11O4
Source: the OMol25 dataset
Level of theory: ωB97M-V/def2-TZVPD

The spin multiplicity is 1. The value obtained for the LUMO energy is 3.67 eV. The calculation puts the HOMO-LUMO gap at 7.84 eV. The total charge is -1.

Positions of all 19 atoms, in Å:
O: -1.15963 4.11940 -0.40689
C: -0.92652 2.97996 -0.15167
C: 0.18661 2.13547 -0.61821
C: -0.31091 0.71986 -0.69230
C: 0.74710 -0.48327 -0.71815
O: 0.09144 -1.44162 -0.11614
H: -1.66750 2.41508 0.60628
H: 1.02133 2.23637 0.21398
H: 0.68048 2.45460 -1.53962
H: -0.91482 0.46875 0.22691
H: -1.04707 0.51982 -1.50634
H: 1.04863 -0.74091 -1.76489
H: 1.69414 -0.19342 -0.16136
H: -0.36238 -4.10360 -0.56834
H: 0.42369 -3.01172 0.14986
O: 0.41178 -4.00484 0.06183
H: 0.10715 -1.30189 1.42810
H: -0.13600 -1.76472 3.07941
O: 0.11248 -1.00333 2.47753

Mulliken atomic charge list, values in e, 5 entries:
1. O -0.497
2. C 0.008
3. C -0.152
4. C -0.465
5. C -0.653

Entry 2
Formula: C4H11O4
Source: the OMol25 dataset
Level of theory: ωB97M-V/def2-TZVPD

The spin multiplicity is 1. The value obtained for the LUMO energy is 3.54 eV. The calculation puts the HOMO-LUMO gap at 8.02 eV. The total charge is -1.

Positions of all 19 atoms, in Å:
O: 0.64945 -1.69961 -0.09474
C: 1.45539 -0.75884 -0.00240
O: 2.64484 -0.68286 0.38320
C: 0.69904 0.62231 -0.26272
C: -0.40483 0.85048 0.72471
C: -1.46325 1.78975 0.16265
H: 0.40128 0.65452 -1.30367
H: 1.41471 1.41136 0.06399
H: -0.16906 1.05962 1.77516
H: -0.92805 -0.11402 0.99364
H: -2.45314 1.43858 -0.14264
H: -1.92292 2.52690 1.02789
H: -0.99164 2.40634 -0.63332
H: -1.73667 -0.43299 -2.97368
H: -1.26129 -0.00841 -1.51272
O: -1.90049 0.12112 -2.21353
H: 2.54581 -2.59782 1.72206
H: 1.34924 -3.19782 0.82488
O: 2.07156 -3.38860 1.46126

Mulliken atomic charge list, values in e, 5 entries:
1. O -0.794
2. C 0.400
3. O -0.738
4. C -0.608
5. C -0.533

Quick look at relative energies in kJ/mol: entry 1 112.1; entry 2 0.0.

Entry 1
Formula: C6H12N3O
Source: the OMol25 dataset
Level of theory: ωB97M-V/def2-TZVPD

The spin multiplicity is 1. The value obtained for the LUMO energy is -4.64 eV. The calculation puts the HOMO-LUMO gap at 6.95 eV. The total charge is +1.

Positions of all 22 atoms, in Å:
C: -0.51446 -0.46481 -2.22534
C: -1.56731 1.48414 -2.57829
C: -0.61179 0.91417 -1.77606
C: -0.91007 0.08477 1.94047
C: 2.62859 -1.22648 2.10438
C: 0.21853 -0.90452 1.91248
N: -1.39529 -0.69197 -3.14139
N: -2.00811 0.47827 -3.38826
N: 1.42567 -0.47462 1.78277
O: 0.15274 1.45019 -0.81909
H: 0.10121 -1.26181 -1.82004
H: -1.78902 2.60474 -2.65408
H: -1.01287 0.64487 2.94976
H: -0.91437 0.68265 1.07574
H: -1.77340 -0.56696 1.88302
H: 3.16036 -1.44070 1.16441
H: 3.43831 -0.59169 2.61119
H: 2.32107 -2.09486 2.69171
H: -0.01826 -2.02258 1.98429
H: -2.58926 0.52373 -4.27631
H: 0.32460 2.42445 -0.91671
H: 1.33316 0.44902 1.49537

Mulliken atomic charge list, values in e, 5 entries:
1. C -0.394
2. C -0.536
3. C 0.676
4. C -0.949
5. C -0.737

Entry 2
Formula: C6H12N3O
Source: the OMol25 dataset
Level of theory: ωB97M-V/def2-TZVPD

The spin multiplicity is 1. The value obtained for the LUMO energy is -2.92 eV. The calculation puts the HOMO-LUMO gap at 10.80 eV. The total charge is +1. The SMILES is C[N+](C)(C)Cc1nnco1.

Positions of all 22 atoms, in Å:
C: 0.93523 2.58794 2.53507
C: 0.66516 1.12564 1.02867
C: -1.44327 0.06732 -0.96846
C: -0.03061 -1.41972 -2.01168
C: -0.25812 -1.65023 0.40742
C: 0.77731 0.35214 -0.51867
N: 0.26241 1.59067 3.04576
N: 0.07800 0.72680 2.10607
N: -0.24139 -0.67413 -0.68050
O: 1.17090 2.32598 1.23602
H: 1.19884 3.48515 2.93249
H: -2.34047 -0.54306 -0.82486
H: -1.37890 0.93370 -0.23443
H: -1.40627 0.51909 -2.02127
H: 0.98860 -1.82306 -2.01635
H: -0.84647 -2.18070 -1.80682
H: -0.04287 -0.55538 -2.71487
H: 0.44237 -2.56899 0.26848
H: 0.17713 -1.34137 1.30237
H: -1.18072 -2.24507 0.64356
H: 0.62039 1.23893 -1.18462
H: 1.85274 0.04834 -0.52337

Mulliken atomic charge list, values in e, 5 entries:
1. C -0.019
2. C 0.444
3. C -0.721
4. C -0.855
5. C -0.820

Quick look at relative energies in kJ/mol: entry 1 0.0; entry 2 164.4.

Entry 1
Formula: C6H9NO
Source: the OMol25 dataset
Level of theory: ωB97M-V/def2-TZVPD

The spin multiplicity is 1. The value obtained for the LUMO energy is 0.35 eV. The calculation puts the HOMO-LUMO gap at 8.91 eV. The SMILES is C=C/C(C=O)=C\NC.

Positions of all 17 atoms, in Å:
C: -0.94420 -1.92819 0.08046
C: -0.72502 0.45187 0.98678
C: 0.53220 0.73809 0.54736
C: 0.98410 0.01923 -0.62190
C: 1.77655 0.47694 -1.59987
C: 0.62753 2.12390 0.70940
H: -0.86767 -1.86550 -1.01679
H: 0.02483 -2.47508 0.50400
H: -1.71972 -2.82199 0.16604
H: -2.28905 -0.89548 1.11632
H: -1.53225 1.26248 1.38694
H: 0.33838 -0.92978 -1.00215
H: 2.08941 -0.52538 -2.32426
H: 2.00918 1.58415 -1.15288
H: 0.03720 2.34362 1.53102
N: -1.57958 -0.62926 0.61863
O: 1.23811 3.07035 0.07090

Mulliken atomic charge list, values in e, 5 entries:
1. C -0.911
2. C -0.165
3. C 0.432
4. C 0.188
5. C -0.690

Entry 2
Formula: C6H9NO
Source: the OMol25 dataset
Level of theory: ωB97M-V/def2-TZVPD

The spin multiplicity is 1. The value obtained for the LUMO energy is -0.78 eV. The calculation puts the HOMO-LUMO gap at 8.85 eV.

Positions of all 17 atoms, in Å:
C: -0.24412 -1.59549 0.34060
C: 0.85851 -0.76390 1.10420
C: 1.06049 0.51996 0.27795
C: -0.30781 1.54428 0.25953
C: 0.38261 0.99267 -0.96554
C: 0.43365 0.98720 -2.24850
H: -2.31795 -2.10088 0.45890
H: -2.26558 -0.59250 1.47701
H: 1.88162 -1.42551 1.08824
H: 0.58442 -0.32193 2.12028
H: 2.07103 1.08583 0.39324
H: -0.13252 2.55865 0.48864
H: -1.29947 1.19452 0.92984
H: -0.30481 1.40219 -2.94485
H: 1.18596 0.34817 -2.85196
N: -1.47571 -1.86418 0.97322
O: -0.11033 -1.96906 -0.90081

Mulliken atomic charge list, values in e, 5 entries:
1. C 0.302
2. C -0.277
3. C -0.161
4. C -0.637
5. C 0.329

Quick look at relative energies in kJ/mol: entry 1 0.0; entry 2 15.0.